# 1
The following is a quantum chemistry calculation of 2 unconnected molecules or ions with the total composition C2H6S2 at a distorted geometry, from the Open Molecules 2025 dataset.

```
10
Properties=species:S:1:pos:R:3:forces:R:3
S -1.30030 1.23670 1.76170 -1.0623 -0.0189 -0.5650
S -3.40202 1.18844 1.11797 1.2293 0.0214 0.3305
C 1.23229 -0.36400 -1.02145 -0.7037 -2.0654 -0.0072
C 1.55052 -1.08504 0.06792 1.2016 0.3060 -0.8195
H -0.91684 1.21823 0.47124 0.2740 -0.0566 0.3900
H 1.95081 0.00240 -1.74449 0.1455 1.2590 0.7901
H 2.48907 -0.92062 0.58462 0.3287 -0.0372 -0.3076
H 1.11622 -2.03572 0.35022 -1.1966 0.6459 0.4976
H -2.96489 1.30980 -0.13802 -0.4270 0.0349 -0.1485
H 0.24514 -0.55018 -1.44970 0.2105 -0.0891 -0.1605
```
Forces are in eV/Å.

As for the energy above the lowest of the compared OMol25 structures with the same formula, charge and spin: 2.198 eV. The multiplicity is 1. Its energy is -23839.615 eV. For the molecular weight, the calculation gives 94.2 g mol⁻¹. As for the lowest unoccupied orbital energy: 0.0 eV. The calculation puts the HOMO energy at -8.62 eV. The SMILES is C=C.SS.

Mulliken atomic charge list, values in e, 5 entries: -0.10 -0.16 -0.54 -0.47 0.10

---

# 2
The following is a quantum chemistry calculation of 2 unconnected molecules or ions with the total composition C2H6S5 at a distorted geometry, from the Open Molecules 2025 dataset.

```
13
Properties=species:S:1:pos:R:3:forces:R:3
S 2.42134 1.88604 0.80881 1.4877 0.0021 -1.7995
S -4.91228 -0.82706 0.95676 0.2775 0.2102 0.2014
S 3.35955 -0.97389 0.32880 0.4359 -0.1650 -0.1380
S 0.60164 -0.22476 -0.51706 0.0388 0.0144 0.0447
S -3.32430 1.40872 -0.19330 -0.3379 -0.2221 -0.5418
C -4.45602 0.26096 -0.33289 1.6443 0.4048 3.2985
C 1.95227 0.12274 0.65442 0.8073 0.9469 -0.1364
H -5.08860 0.04627 -1.10189 -1.3566 -0.1768 -2.6933
H 1.72060 -0.00216 1.71397 -0.9190 -0.6752 -0.3850
H 1.32230 -0.06174 -1.67082 -0.1718 -0.0439 0.7941
H 4.32678 -0.05199 0.14838 -0.2703 -0.1008 0.1632
H -4.08928 -0.28076 1.88756 -0.2032 -0.2235 -0.2648
H 3.36043 1.92015 -0.28498 -1.4326 0.0290 1.4568
```
Forces are in eV/Å.

As for the energy above the lowest of the compared OMol25 structures with the same formula, charge and spin: 0.000 eV. The multiplicity is 1. Its energy is -56345.777 eV. For the molecular weight, the calculation gives 190.4 g mol⁻¹. As for the lowest unoccupied orbital energy: -0.3 eV. The calculation puts the HOMO energy at -8.90 eV. The SMILES is SC(S)S.S=CS.

Mulliken atomic charge list, values in e, 5 entries: -0.14 -0.13 -0.11 -0.11 -0.20

---

# 3
The following is a quantum chemistry calculation of C2H6Se in the gas phase at a distorted geometry, from the Open Molecules 2025 dataset.

```
9
Properties=species:S:1:pos:R:3:forces:R:3
Se -1.97390 -0.08369 -0.00568 -0.5350 -0.6193 1.4854
C -0.16949 0.67249 0.02023 -0.8702 -0.1248 -0.8931
C 0.87898 -0.39563 -0.26858 -2.2593 1.3237 -5.0393
H -0.44598 1.36577 -0.89263 1.6405 -0.8208 1.9766
H 1.17221 -1.00509 0.44859 0.2628 -2.9974 3.9083
H 0.09281 1.15304 0.99428 -0.6145 0.1905 -1.1151
H 0.68613 -1.03760 -1.21462 0.0117 1.1577 1.5644
H -2.00858 -0.76440 1.35654 0.1285 0.4475 -0.9776
H 1.76783 0.09513 -0.43812 2.2354 1.4430 -0.9095
```
Forces are in eV/Å.

As for the energy above the lowest of the compared OMol25 structures with the same formula, charge and spin: 0.406 eV. The multiplicity is 1. Its energy is -67516.282 eV. For the molecular weight, the calculation gives 109.0 g mol⁻¹. As for the lowest unoccupied orbital energy: 0.9 eV. The calculation puts the HOMO energy at -8.63 eV. The SMILES is CC[SeH].

Mulliken atomic charge list, values in e, 5 entries: -0.12 -0.51 -1.10 0.27 0.45

---

# 4
The following is a quantum chemistry calculation of C2H6Si2 in the gas phase at a distorted geometry, from the Open Molecules 2025 dataset.

```
10
Properties=species:S:1:pos:R:3:forces:R:3
Si 2.56507 -0.15111 0.52098 -0.7001 1.3814 0.7953
Si -0.62427 0.36643 0.68518 -1.4045 -1.1104 -1.3821
C -1.98139 -0.61547 0.11163 3.3879 1.6130 0.4866
C 0.99356 0.54932 -0.37251 -1.0576 -1.1536 -1.6967
H -2.85192 -0.78363 0.66945 -1.1884 -0.1891 0.4140
H 0.79979 0.04645 -1.40555 0.1095 0.2912 1.8532
H -0.99276 1.35853 1.70681 0.5363 0.0723 0.1803
H -1.72378 -1.18153 -0.75555 -0.3695 -0.6743 -0.4423
H 2.95584 -1.16943 -0.44699 -0.0159 -0.6693 -0.8403
H 0.85986 1.58045 -0.71345 0.7024 0.4386 0.6319
```
Forces are in eV/Å.

As for the energy above the lowest of the compared OMol25 structures with the same formula, charge and spin: 1.218 eV. The multiplicity is 1. Its energy is -17922.244 eV. For the molecular weight, the calculation gives 86.2 g mol⁻¹. As for the lowest unoccupied orbital energy: -1.0 eV. The calculation puts the HOMO energy at -8.31 eV.

Mulliken atomic charge list, values in e, 5 entries: 0.09 0.31 -0.69 -0.77 0.30

---

# 5
The following is a quantum chemistry calculation of a gas-phase ion, C2H7BNO5P (charge -2) at a distorted geometry, from the Open Molecules 2025 dataset.

```
17
Properties=species:S:1:pos:R:3:forces:R:3
P -1.52772 -1.78173 0.86210 2.0549 0.6973 -0.4764
O -0.26354 -1.42361 -0.09380 1.7612 2.2285 -0.1275
O 2.23856 2.03280 0.65146 -0.1071 -0.8412 -0.4824
O -1.83634 -3.20041 0.56907 -1.4426 -0.4827 -0.6357
O -2.61963 -0.60459 0.31738 -0.4283 -1.6005 0.1115
O -1.22454 -1.47492 2.29288 -0.2866 0.6119 0.6257
N -0.40885 0.98531 0.66114 0.3026 0.6148 -0.5462
C 0.63989 0.49209 -1.76700 -3.5979 -2.3450 -0.1895
C 2.13000 0.85762 0.32260 0.8996 -1.8312 1.0284
B 0.48483 0.09127 -0.19615 -1.3144 -0.1150 0.4296
H 0.16098 1.55595 1.25874 0.1465 0.6566 -0.0972
H -2.11073 0.12972 -0.04127 0.1846 0.1157 0.0072
H -0.93402 0.45836 1.32385 -0.3082 -0.5718 0.6356
H 1.24774 1.29139 -1.85807 1.4487 3.4774 -0.3502
H -0.33341 0.56976 -2.37893 1.0502 0.3720 1.1080
H 1.16458 -0.20196 -2.35433 0.9567 -1.7928 -0.6168
H 3.19221 0.22294 0.43035 -1.3199 0.8061 -0.4241
```
Forces are in eV/Å.

As for the energy above the lowest of the compared OMol25 structures with the same formula, charge and spin: 1.180 eV. The multiplicity is 1. Its energy is -23883.258 eV. As for the charge: -2. For the molecular weight, the calculation gives 166.9 g mol⁻¹. As for the lowest unoccupied orbital energy: 6.1 eV. The calculation puts the HOMO energy at -0.48 eV.

Mulliken atomic charge list, values in e, 5 entries: 0.65 -0.51 -0.54 -0.77 -0.59

---

# 6
The following is a quantum chemistry calculation of 2 unconnected molecules or ions with the total composition C2H7Br2N2 at a distorted geometry, from the Open Molecules 2025 dataset.

```
13
Properties=species:S:1:pos:R:3:forces:R:3
Br 1.29146 -2.05237 -0.10643 0.1296 -0.5170 -0.0267
Br 2.43072 1.42332 -0.23432 -1.3226 -0.7217 0.5909
N -1.21263 -0.64264 -0.80136 0.9636 1.3298 5.4126
N 0.47915 0.51952 1.58321 2.6305 0.9615 -1.6976
C 0.79947 0.54877 0.28767 0.1125 0.6688 0.6479
C -0.30352 0.55119 -0.71770 -0.8873 -0.2782 -2.4914
H -0.16536 -1.97230 -0.44641 0.5296 0.3768 -0.1317
H -0.81867 1.50211 -0.49304 -0.1714 -0.3107 0.2460
H -1.80521 -0.57335 0.09895 0.5730 -0.5522 -2.2284
H 1.23091 0.63832 2.23398 0.5583 0.3863 0.2949
H -0.00054 0.72278 -1.77549 0.6621 -0.2313 0.9867
H -1.77149 -0.55292 -1.58143 -1.6868 0.2082 -1.9590
H -0.15429 -0.11245 1.95238 -2.0912 -1.3204 0.3558
```
Forces are in eV/Å.

As for the energy above the lowest of the compared OMol25 structures with the same formula, charge and spin: 0.570 eV. The multiplicity is 1. Its energy is -145244.576 eV. As for the charge: +1. For the molecular weight, the calculation gives 218.9 g mol⁻¹. As for the lowest unoccupied orbital energy: -5.3 eV. The calculation puts the HOMO energy at -14.58 eV.

Mulliken atomic charge list, values in e, 5 entries: -0.16 0.07 -0.54 -0.29 0.12

---

# 7
The following is a quantum chemistry calculation of 3 unconnected molecules or ions with the total composition C2H7BrN3 at a distorted geometry, from the Open Molecules 2025 dataset.

```
13
Properties=species:S:1:pos:R:3:forces:R:3
Br -1.10233 3.37021 -0.04593 -2.3566 -1.3352 -1.0165
N 0.31952 -0.08179 -2.02504 -0.7950 -2.4129 1.2876
N 1.08827 1.86369 -3.16750 0.3370 2.4295 -2.1225
N 1.44104 -3.54224 4.46992 1.2313 -0.2566 -1.8835
C -2.60391 2.51777 -0.68792 2.7041 0.1081 1.0933
C 0.65846 0.86827 -2.66307 0.8475 1.6558 -1.6707
H -3.29479 3.07171 -1.29866 -0.2721 0.2828 -0.0971
H 1.03793 2.24846 -4.15844 -0.1829 -1.1591 2.0674
H 2.33087 -3.57441 3.83835 -2.0558 -0.5467 1.6932
H 0.95981 -4.48600 4.49586 0.8839 1.6766 -0.4567
H 0.98863 -0.83082 -2.20430 -0.3303 -0.3943 0.5010
H -2.70342 1.42716 -0.49181 0.0466 0.8306 -0.0419
H 0.87993 -2.85200 3.93854 -0.0577 -0.8785 0.6465
```
Forces are in eV/Å.

As for the energy above the lowest of the compared OMol25 structures with the same formula, charge and spin: 2.985 eV. The multiplicity is 1. Its energy is -76688.793 eV. As for the charge: +1. For the molecular weight, the calculation gives 153.0 g mol⁻¹. As for the lowest unoccupied orbital energy (spin up / spin down): -8.5 / -8.5 eV. The calculation puts the HOMO energy (spin up / spin down) at -11.70 / -11.70 eV.

Mulliken atomic charge list, values in e, 5 entries: 0.38 -0.52 -0.44 -0.67 -0.08

---

# 8
The following is a quantum chemistry calculation of a gas-phase ion, C2H7BrN4 (charge +2) at a distorted geometry, from the Open Molecules 2025 dataset.

```
14
Properties=species:S:1:pos:R:3:forces:R:3
Br 2.39303 -0.62562 -0.01647 -0.5136 0.8192 -0.0041
N -0.52751 -1.62967 0.91256 -0.0471 -0.4685 0.3408
N -0.13964 0.60263 0.03243 -1.6869 -2.5990 -0.1949
N 1.67077 2.03440 0.03224 0.1370 0.0184 0.0802
N -1.72500 -0.91706 -0.94581 -0.4407 -0.2892 -0.2893
C 1.17830 0.83061 0.03166 0.8675 -0.6538 -0.1199
C -0.83907 -0.77534 -0.00982 1.7133 3.1173 0.1927
H 0.13196 -1.42754 1.65724 -0.1436 0.1498 -0.1504
H -0.95297 -2.55394 0.94929 0.0359 0.1030 -0.1000
H -1.89630 -0.22557 -1.66817 0.1954 -0.0055 0.1072
H -2.29340 -1.76150 -1.00962 0.0785 0.1630 0.0751
H -0.78341 1.38717 -0.06307 0.0951 -0.0986 0.0938
H 2.68068 2.18333 0.03407 -0.2512 -0.1337 -0.0272
H 1.10258 2.87812 0.06346 -0.0397 -0.1225 -0.0041
```
Forces are in eV/Å.

As for the energy above the lowest of the compared OMol25 structures with the same formula, charge and spin: 0.000 eV. The multiplicity is 1. Its energy is -78173.528 eV. As for the charge: +2. For the molecular weight, the calculation gives 167.0 g mol⁻¹. As for the lowest unoccupied orbital energy: -8.5 eV. The calculation puts the HOMO energy at -19.87 eV. The SMILES is NC(=[NH2+])/[NH+]=C(/N)Br.

Mulliken atomic charge list, values in e, 5 entries: 0.04 -0.28 -0.32 -0.32 -0.30

---

# 9
The following is a quantum chemistry calculation of 2 unconnected molecules or ions with the total composition C2H7BrOSi at a distorted geometry, from the Open Molecules 2025 dataset.

```
12
Properties=species:S:1:pos:R:3:forces:R:3
Br 2.67784 -0.56562 1.05159 -0.1942 0.2656 0.0771
Si 1.99880 1.34925 0.07673 1.2414 -0.2637 -1.7429
O -0.46855 0.57224 0.62810 0.0683 -1.2763 -0.4433
C -0.73806 -0.43951 0.02524 -1.8355 -0.4088 -1.5509
C -2.10281 -1.13062 -0.00982 -1.4934 0.8992 0.1192
H 1.08390 2.15136 0.91673 0.6437 0.1471 -0.3052
H -0.14283 -0.97167 -0.77594 0.8170 0.7882 0.9572
H 3.29439 1.97583 -0.40545 -0.3417 0.2224 1.0330
H -2.91667 -0.51680 0.53636 1.4208 -1.1205 -0.6102
H -2.48150 -1.23643 -1.10817 1.0083 -0.0141 1.8609
H 1.75579 0.94903 -1.39264 -0.9601 0.0974 1.0954
H -1.96030 -2.13705 0.45726 -0.3747 0.6636 -0.4904
```
Forces are in eV/Å.

As for the energy above the lowest of the compared OMol25 structures with the same formula, charge and spin: 0.728 eV. The multiplicity is 1. Its energy is -82154.415 eV. For the molecular weight, the calculation gives 155.1 g mol⁻¹. As for the lowest unoccupied orbital energy: 0.7 eV. The calculation puts the HOMO energy at -9.96 eV. The SMILES is [SiH3]Br.CC=O.

Mulliken atomic charge list, values in e, 5 entries: -0.23 0.54 -0.45 0.35 -0.96

---

# 10
The following is a quantum chemistry calculation of a gas-phase ion, C2H7ClN3 (charge +1) at a distorted geometry, from the Open Molecules 2025 dataset.

```
13
Properties=species:S:1:pos:R:3:forces:R:3
Cl -1.39052 1.49033 0.14750 0.1618 -0.5794 -0.2089
N 1.44492 0.19773 0.34516 -0.1394 -0.7572 0.5403
N 1.73617 1.28560 -0.38051 -0.4697 0.2982 -0.8575
N -1.84732 -1.28726 -0.07179 0.0380 -0.3004 0.2028
C 0.37229 -0.52668 0.36998 0.3207 -0.0156 0.3040
C -0.90296 -0.34560 -0.36947 0.0593 1.4901 -0.3741
H 2.53732 1.82584 -0.08479 -0.1125 -0.1906 0.2100
H -2.06534 -1.41030 0.90695 -0.0765 -0.0186 -0.0073
H -2.66819 -1.31177 -0.65914 0.0888 0.0620 -0.0168
H 0.39292 -1.38015 1.03953 0.3150 0.0792 -0.0006
H 0.92652 1.80320 -0.72059 0.1368 -0.1064 0.2637
H -0.76451 -0.21369 -1.44414 0.0334 -0.0556 0.1301
H 2.22871 -0.12725 0.92131 -0.3556 0.0942 -0.1855
```
Forces are in eV/Å.

As for the energy above the lowest of the compared OMol25 structures with the same formula, charge and spin: 1.780 eV. The multiplicity is 1. Its energy is -19172.301 eV. As for the charge: +1. For the molecular weight, the calculation gives 108.6 g mol⁻¹. As for the lowest unoccupied orbital energy: -5.0 eV. The calculation puts the HOMO energy at -14.46 eV. The SMILES is N/[NH+]=C\[C@@H](N)Cl.

Mulliken atomic charge list, values in e, 5 entries: -0.25 0.17 -0.51 -0.45 0.09

---

> Which formula does entry 8 have?

C2H7BrN4